[1]
A structure of composition C28H36P2RuSi in a non-equilibrium geometry. Source: the OMol25 dataset; level of theory: ωB97M-V with the def2-TZVPD basis set.

Output
Total charge: +2
E_HOMO (alpha / beta) (eV): -11.97 / -14.65
E_LUMO (alpha / beta) (eV): -6.26 / -8.37
Kohn-Sham gap (alpha / beta) (eV): 5.708 / 6.274
Spin multiplicity: 5
<S²>: 6.023

Positions of all 68 atoms, in Å:
C  1.1429  -1.9956  0.4525
C  0.9034  -1.5561  -0.8947
C  1.5062  -0.2344  -1.0357
H  0.4531  -2.1285  -1.6945
C  2.1223  0.0880  0.2261
C  1.9247  -1.0007  1.1094
H  2.3320  -1.0967  2.1130
H  0.8053  -2.9298  0.8792
H  1.6175  0.3146  -1.9602
H  2.6946  0.9922  0.4209
Ru  -0.3939  0.0118  -0.0226
C  -3.4527  0.7004  -3.8340
H  -2.5544  1.0637  -4.3269
H  -4.2231  1.4877  -3.8175
H  -3.8442  -0.1552  -4.3973
Si  -2.2014  -0.2146  -1.6261
C  -3.4309  -1.4465  -0.9981
C  -2.9175  -2.6565  -0.4960
H  -1.8411  -2.7693  -0.3434
C  -3.7954  -3.7069  -0.2322
H  -3.3797  -4.6523  0.1251
C  -5.1679  -3.5429  -0.4467
H  -5.8408  -4.3725  -0.2590
C  -5.6825  -2.3026  -0.8651
H  -6.7512  -2.1689  -1.0043
C  -4.8148  -1.2366  -1.1081
H  -5.1931  -0.2556  -1.4153
C  -1.0978  -0.8396  -3.0355
C  -1.4237  -2.0808  -3.6132
H  -2.2079  -2.7100  -3.1734
C  -0.7956  -2.4626  -4.7989
H  -1.0631  -3.4144  -5.2540
C  0.1355  -1.6157  -5.4105
H  0.6201  -1.9126  -6.3333
C  0.4598  -0.3803  -4.8361
H  1.1727  0.2949  -5.2980
C  -0.1736  0.0158  -3.6574
H  0.0254  1.0078  -3.2280
H  -2.3553  1.1380  -1.0207
H  -3.2347  0.3448  -2.6926
C  -1.8958  3.0815  0.7896
P  -0.3597  2.2042  0.4467
C  0.6260  3.2086  -0.6638
C  0.4825  2.2054  2.0913
C  1.4861  3.0982  2.4419
C  2.1721  2.9246  3.6481
C  1.8253  1.8804  4.5201
C  0.8017  0.9894  4.1737
C  0.1618  1.1282  2.9483
P  -0.8987  -0.1995  2.2102
C  -0.5252  -1.6721  3.1789
C  -2.6151  0.1837  2.6353
H  -2.7270  2.6279  0.2438
H  -1.7614  4.1109  0.4430
H  -2.0888  3.0646  1.8663
H  0.8646  4.1801  -0.2191
H  1.5457  2.6568  -0.8852
H  0.0605  3.3597  -1.5946
H  1.7426  3.9238  1.7705
H  2.9777  3.6103  3.8966
H  2.3575  1.7474  5.4597
H  0.5089  0.1873  4.8565
H  -1.0106  -1.5752  4.1612
H  -0.9396  -2.5319  2.6385
H  0.5527  -1.8251  3.3112
H  -2.9441  1.1292  2.1952
H  -2.6831  0.2485  3.7296
H  -3.2374  -0.6409  2.2631

Cartesian forces (eV/Å) of the 2 atoms listed first:
1.108 0.712 -0.074
0.391 0.574 0.311

[2]
A structure of composition C28H37BBr24N4O in a non-equilibrium geometry. Source: the OMol25 dataset; level of theory: ωB97M-V with the def2-TZVPD basis set.

Output
E_HOMO (eV): -8.44
E_LUMO (eV): -0.49
Kohn-Sham gap (eV): 7.947
Energy above the lowest of the compared OMol25 structures with the same formula, charge and spin (kJ/mol): 43.3

Positions of all 95 atoms, in Å:
C  3.5862  -1.7474  -2.0387
C  2.5346  -1.6634  -1.4573
C  1.2802  -1.8024  -0.7570
N  0.4245  -2.6297  -1.2923
C  -0.7146  -2.7269  -0.5638
C  -1.7092  -3.6125  -1.0324
B  -1.4536  -4.4183  -2.3816
N  -2.3971  -4.1844  -3.4973
O  -0.3889  -5.2565  -2.5086
C  -2.8549  -3.7703  -0.3439
C  -3.1365  -3.0435  0.8442
C  -4.4698  -3.3519  1.5205
C  -4.3258  -3.8598  2.9651
C  -5.4794  -2.1651  1.3266
C  -6.0810  -1.5658  2.6008
C  -2.2085  -2.1480  1.2851
C  -2.4204  -1.2888  2.5029
C  -2.3913  0.2462  2.2246
C  -2.8415  0.6162  0.8239
C  -3.2004  0.9711  3.3032
C  -0.9770  -2.0032  0.5904
N  -0.0486  -1.1364  1.0954
C  1.0756  -1.0581  0.4371
C  2.1597  -0.1611  0.9641
N  3.3895  -0.8809  1.3088
C  4.6042  -0.1618  0.9683
H  4.3887  -1.5669  -2.7300
H  -2.1954  -3.2947  -3.9459
H  -3.3209  -4.0711  -3.0918
H  -0.0003  -5.0728  -3.3714
H  -3.6148  -4.4619  -0.6884
H  -4.8823  -4.1869  0.9541
H  -3.4551  -4.5165  3.0379
H  -5.1815  -4.4927  3.2009
H  -4.1920  -3.0892  3.7151
H  -6.3213  -2.5443  0.7441
H  -4.9984  -1.4295  0.6898
H  -5.3571  -1.3406  3.3803
H  -6.8249  -2.2350  3.0286
H  -6.5377  -0.6132  2.3299
H  -1.6204  -1.5542  3.1916
H  -3.3640  -1.4781  2.9969
H  -1.3531  0.5341  2.3853
H  -3.8026  0.1331  0.6330
H  -2.1536  0.2884  0.0483
H  -3.0283  1.6801  0.7542
H  -2.8338  0.7107  4.2955
H  -3.0162  2.0412  3.1758
H  -4.2731  0.8163  3.1879
H  1.8168  0.3544  1.8602
H  2.3745  0.5958  0.1977
H  3.3963  -1.8168  0.9365
H  5.3509  -0.2143  1.7645
H  5.0945  -0.5758  0.0795
H  4.4264  0.8968  0.7881
C  5.5024  1.6019  -4.3867
Br  6.9050  1.7793  -3.0803
Br  4.1446  0.3741  -3.7593
Br  4.8334  3.3256  -4.9411
H  5.9377  1.1480  -5.2652
C  -2.5462  7.8438  -0.7298
Br  -1.5907  6.3323  -1.4393
Br  -4.4450  7.6758  -1.0051
Br  -2.1187  8.1487  1.1228
H  -2.2200  8.7146  -1.2792
C  2.4150  6.7708  -4.4800
Br  3.9483  7.9166  -4.2956
Br  2.3686  5.4080  -3.1124
Br  0.7881  7.7971  -4.5508
H  2.5088  6.2602  -5.4276
C  8.1114  9.4840  -3.3662
Br  7.7499  10.5815  -4.9064
Br  6.8579  9.8193  -1.9463
Br  8.1946  7.6193  -3.8343
H  9.0875  9.7640  -2.9980
C  -4.2921  -3.9696  7.1976
Br  -6.1044  -3.4956  6.7541
Br  -3.7588  -5.6155  6.3463
Br  -3.0682  -2.5338  6.8156
H  -4.2587  -4.1396  8.2636
C  7.9247  4.9382  -0.8833
Br  9.4303  6.1240  -0.6747
Br  7.9577  3.5305  0.4308
Br  6.2457  5.8783  -0.8888
H  8.0261  4.4660  -1.8506
C  -0.1466  -3.2834  -6.9373
Br  -1.7018  -2.1476  -6.9059
Br  0.9354  -3.0419  -5.3618
Br  -0.6146  -5.1302  -7.1993
H  0.4520  -2.9812  -7.7840
C  -0.1076  -4.7490  4.7887
Br  0.5559  -4.9840  6.5830
Br  0.1770  -2.9578  4.1456
Br  0.6153  -6.0604  3.5794
H  -1.1772  -4.9059  4.8254

Cartesian forces (eV/Å) of the 2 atoms listed first:
-0.286 0.134 -0.188
0.257 -0.519 -0.074

[3]
A cluster of 8 separate species, C28H37ClF7NO23Si in total. Source: the OMol25 dataset; level of theory: ωB97M-V with the def2-TZVPD basis set.

Output
E_HOMO (eV): -9.26
E_LUMO (eV): 0.01
Kohn-Sham gap (eV): 9.270
SMILES: CCC(=O)OCC[Si@H](Cl)CCN.O=C1OC[C@@H](F)O1.O=C1OC[C@@H](F)O1.O=C1OC[C@@H](F)O1.O=C1OC[C@@H](F)O1.O=C1OC[C@@H](F)O1.O=C1OC[C@@H](F)O1.O=C1OC[C@@H](F)O1

Positions of all 98 atoms, in Å:
C  -0.7608  -4.1617  -2.3280
C  -1.5671  -3.0715  -1.5999
C  -0.8046  -1.7767  -1.6469
O  -0.5138  -1.2075  -2.6678
O  -0.4687  -1.3090  -0.4270
C  0.5879  -0.3306  -0.3846
C  0.0223  1.0599  -0.0816
Si  -0.0527  2.2649  -1.5254
Cl  -2.0508  2.4717  -2.1012
C  0.9966  1.8107  -2.9881
C  2.4853  1.7822  -2.6461
N  3.2982  1.2810  -3.7683
H  0.3101  -4.0445  -2.1644
H  -0.9258  -4.0973  -3.4021
H  -1.0741  -5.1493  -1.9959
H  -2.4988  -2.8947  -2.1389
H  -1.7793  -3.3561  -0.5729
H  1.1293  -0.3634  -1.3269
H  1.2600  -0.6600  0.4066
H  -0.9951  0.9384  0.2969
H  0.5807  1.5445  0.7227
H  0.3414  3.6187  -1.0777
H  0.6631  0.8713  -3.4360
H  0.8343  2.5914  -3.7414
H  2.6831  1.1432  -1.7798
H  2.8081  2.7858  -2.3560
H  4.0967  1.8894  -3.8934
H  2.7580  1.3201  -4.6240
O  5.5457  2.2460  -2.0619
C  6.2413  1.3075  -1.8520
O  7.5055  1.1667  -2.2960
C  8.0712  -0.0064  -1.6930
C  6.8308  -0.8023  -1.3389
F  6.9715  -1.5107  -0.1972
O  5.8655  0.2177  -1.1342
H  8.6224  0.2742  -0.7972
H  8.7357  -0.5032  -2.3932
H  6.4733  -1.4704  -2.1244
O  9.8224  0.0192  1.1011
C  9.4324  0.9123  1.7785
O  8.3516  0.8472  2.5856
C  8.2787  2.0564  3.3461
C  9.0686  3.0152  2.4796
F  9.7532  3.9299  3.2077
O  9.9873  2.1515  1.8285
H  8.7711  1.9135  4.3092
H  7.2426  2.3471  3.4922
H  8.4748  3.5355  1.7316
O  -4.0210  -5.7958  0.3691
C  -4.2117  -4.8990  1.1184
O  -3.2935  -3.9819  1.4877
C  -3.9446  -2.9645  2.2550
C  -5.1761  -3.6918  2.7568
F  -6.2616  -2.8847  2.8390
O  -5.4000  -4.6520  1.7412
H  -4.2252  -2.1383  1.5998
H  -3.2861  -2.6098  3.0417
H  -5.0489  -4.2018  3.7128
O  -10.6565  0.3579  0.2009
C  -10.2787  -0.7065  0.5481
O  -9.1094  -1.2810  0.1726
C  -8.9283  -2.4798  0.9293
C  -10.3493  -2.8162  1.3334
F  -10.4127  -3.3893  2.5595
O  -10.9635  -1.5452  1.3789
H  -8.3231  -2.2669  1.8089
H  -8.4481  -3.2408  0.3207
H  -10.8895  -3.4481  0.6262
O  -0.4463  8.2433  -0.0285
C  -1.3571  7.5648  -0.3605
O  -1.4471  6.2294  -0.1614
C  -2.7539  5.7946  -0.5502
C  -3.1831  6.8964  -1.4964
F  -4.5110  7.1534  -1.4244
O  -2.4648  8.0158  -1.0158
H  -3.4046  5.7723  0.3257
H  -2.6962  4.8131  -1.0105
H  -2.9181  6.7266  -2.5416
O  -6.3946  -10.9032  -2.2518
C  -6.5708  -10.0190  -1.4872
O  -5.6338  -9.1237  -1.0967
C  -6.2654  -8.1181  -0.3014
C  -7.5107  -8.8333  0.1790
F  -8.5746  -7.9979  0.2918
O  -7.7547  -9.7621  -0.8551
H  -6.5319  -7.2688  -0.9325
H  -5.6009  -7.7887  0.4898
H  -7.3941  -9.3718  1.1214
O  5.1041  5.9906  4.7173
C  5.7427  6.2552  3.7600
O  6.3865  7.4249  3.5405
C  7.1930  7.2920  2.3689
C  6.5068  6.1539  1.6403
F  7.3889  5.3522  0.9869
O  5.9350  5.4133  2.6973
H  8.2059  7.0028  2.6553
H  7.2114  8.2257  1.8154
H  5.7259  6.4562  0.9415

Cartesian forces (eV/Å) of the 2 atoms listed first:
-0.150 0.091 -0.125
0.129 0.039 -0.125

Record-wise total energy values, in eV: -58639.18755 -1719337.40548 -117643.99565